Formula: CH3N3O2
Source: OMol25
Level of theory: ωB97M-V/def2-TZVPD

Results
- LUMO (alpha / beta) (eV) = -0.2 / -0.8
- total charge = 0
- HOMO-LUMO gap (alpha / beta) (eV) = 8.7788 / 8.1240

Cartesian coordinates (Å):
C (0.47, -0.10, 1.00)
N (-0.89, 0.00, 0.99)
N (1.13, -0.65, 0.03)
N (-1.13, 0.72, -1.23)
O (-1.59, 0.41, -0.05)
O (0.61, -1.40, -0.82)
H (1.06, 0.29, 1.75)
H (2.21, -0.48, 0.05)
H (-1.88, 1.20, -1.72)

Formula: CH3N3O2S
Source: OMol25
Level of theory: ωB97M-V/def2-TZVPD

Results
- LUMO (eV) = 0.3
- total charge = 0
- HOMO-LUMO gap (eV) = 11.1139

Cartesian coordinates (Å):
C (-1.54, -0.48, -0.12)
N (-0.58, -0.37, 0.65)
N (1.39, 1.56, 0.15)
N (-2.29, -0.95, -0.95)
O (1.23, -0.35, -1.42)
O (1.94, -0.74, 0.94)
S (1.44, 0.10, -0.08)
H (-0.47, 0.25, 1.43)
H (1.70, 1.51, 1.13)
H (-2.81, -0.53, -1.73)

ΔE to the lowest compared entry with this formula, charge and spin, respectively: 196.84 51.36 kcal/mol.
Calculated total energy, respectively: -354.36987 -752.74931 hartree.